Record 1
12
Properties=species:S:1:pos:R:3:mulliken_charge:R:1 method="wB97M-V/def2-TZVPD" de_lowest_kcal_mol=20.0 smiles=CC(C)(Cl)C#N lumo_ev=0.715 total_energy_ha=-670.91677 e_homo_ev=-11.2 gap_ev=11.9019
C -1.679 -1.159 0.029 -0.09
C -0.258 -0.068 -1.350 -1.25
C -0.116 0.015 1.374 -1.28
C -0.889 0.002 0.027 1.22
N -2.360 -2.066 -0.121 -0.43
Cl -2.173 1.294 0.011 -0.20
H 0.365 0.635 -1.783 0.38
H 0.307 -1.035 -1.437 0.30
H -1.105 -0.242 -2.040 0.35
H 0.847 0.525 1.458 0.33
H 0.005 -0.978 1.871 0.32
H -0.760 0.370 2.245 0.35



Record 2
14
Properties=species:S:1:pos:R:3:mulliken_charge:R:1 method="wB97M-V/def2-TZVPD" de_lowest_kcal_mol=54.7 smiles="C=C(Cl)SC.N=C=O" lumo_ev=0.557 total_energy_ha=-1144.32129 e_homo_ev=-8.9 gap_ev=9.4433
C 1.735 -0.208 -1.786 0.38
C 0.103 -1.639 1.502 -0.97
C -0.318 -0.677 0.723 0.25
C -1.291 1.870 -0.052 -0.89
N 1.647 -0.712 -0.771 -0.13
O 1.638 0.279 -2.816 -0.45
S -0.002 1.071 0.947 0.01
Cl -1.351 -1.071 -0.723 -0.18
H -0.054 -2.608 1.322 0.41
H 0.691 -1.303 2.305 0.35
H -2.345 1.562 0.358 0.28
H -1.244 1.682 -1.056 0.35
H -1.089 2.945 0.016 0.34
H 1.878 -1.191 0.030 0.26



Record 3
14
Properties=species:S:1:pos:R:3:mulliken_charge:R:1 method="wB97M-V/def2-TZVPD" de_lowest_kcal_mol=77.2 lumo_ev=-0.076 total_energy_ha=-1144.28532 e_homo_ev=-9.5 gap_ev=9.4661
C 2.535 -1.802 0.268 0.51
C -1.751 0.664 -0.413 -0.37
C -0.870 1.319 0.315 -0.71
C 1.673 -0.864 0.018 -0.63
N 3.436 -2.514 0.617 -0.37
O 3.404 0.276 -1.581 -0.50
S 2.192 0.610 -0.875 0.44
Cl 2.796 1.751 0.820 -0.22
H 3.835 -3.307 0.154 0.30
H -2.512 0.051 0.039 0.26
H -1.759 0.709 -1.490 0.24
H -0.891 1.272 1.394 0.26
H -0.111 1.951 -0.114 0.35
H 0.647 -0.858 0.320 0.44



Please write out number 3 again, unchanged.
14
Properties=species:S:1:pos:R:3:mulliken_charge:R:1 method="wB97M-V/def2-TZVPD" de_lowest_kcal_mol=77.2 lumo_ev=-0.076 total_energy_ha=-1144.28532 e_homo_ev=-9.5 gap_ev=9.4661
C 2.535 -1.802 0.268 0.51
C -1.751 0.664 -0.413 -0.37
C -0.870 1.319 0.315 -0.71
C 1.673 -0.864 0.018 -0.63
N 3.436 -2.514 0.617 -0.37
O 3.404 0.276 -1.581 -0.50
S 2.192 0.610 -0.875 0.44
Cl 2.796 1.751 0.820 -0.22
H 3.835 -3.307 0.154 0.30
H -2.512 0.051 0.039 0.26
H -1.759 0.709 -1.490 0.24
H -0.891 1.272 1.394 0.26
H -0.111 1.951 -0.114 0.35
H 0.647 -0.858 0.320 0.44